Record 1
2 unconnected molecules or ions with the total composition C2HNO2. Source: OMol25; level of theory: ωB97M-V/def2-TZVPD.

Summary:
**Expectation value of S²**: 2.0032
**Spin multiplicity**: 3
**Energy above the lowest of the compared OMol25 structures with the same formula, charge and spin**: 43.8 kcal/mol
**HOMO-LUMO gap (spin up / spin down)**: 0.258 / 0.297 Eh
**Total charge**: 0
**Lowest unoccupied orbital energy (spin up / spin down)**: 0.44 / -4.38 eV

CARTESIAN COORDINATES (ANGSTROEM)
C 1.342 -1.585 -0.278
C -1.298 1.460 0.173
N 1.668 -0.484 -0.201
O -1.514 0.637 0.934
O -1.199 2.545 -0.608
H 1.001 -2.574 -0.019


Record 2
2 unconnected molecules or ions with the total composition C2HNO2S2. Source: OMol25; level of theory: ωB97M-V/def2-TZVPD.

Summary:
**SMILES**: O=C1NS1.O=C=S
**Energy above the lowest of the compared OMol25 structures with the same formula, charge and spin**: 19.7 kcal/mol
**HOMO-LUMO gap**: 0.337 Eh
**Total charge**: 0
**Lowest unoccupied orbital energy**: -0.66 eV

CARTESIAN COORDINATES (ANGSTROEM)
O -0.133 -0.910 0.752
C -0.090 0.047 1.432
N 0.593 1.240 1.630
S -0.940 0.818 2.680
H 0.574 1.978 0.957
O 3.083 -1.306 -1.415
C 3.857 -0.468 -1.232
S 4.655 0.843 -0.962


Record 3
C2HNO3 in the gas phase. Source: OMol25; level of theory: ωB97M-V/def2-TZVPD.

Summary:
**Energy above the lowest of the compared OMol25 structures with the same formula, charge and spin**: 162.6 kcal/mol
**HOMO-LUMO gap**: 0.385 Eh
**Total charge**: 0
**Lowest unoccupied orbital energy**: -0.40 eV

CARTESIAN COORDINATES (ANGSTROEM)
C 0.613 0.101 -0.012
C 1.470 -0.927 0.733
N -1.079 0.340 0.042
O -1.722 -0.663 -0.170
O -1.404 1.462 0.332
O 0.958 -1.258 -0.378
H 1.163 0.944 -0.545


Record 4
A molecular structure, C2HNO3. Source: OMol25; level of theory: ωB97M-V/def2-TZVPD.

Summary:
**Expectation value of S²**: 2.0256
**Spin multiplicity**: 3
**Energy above the lowest of the compared OMol25 structures with the same formula, charge and spin**: 25.4 kcal/mol
**HOMO-LUMO gap (spin up / spin down)**: 0.281 / 0.339 Eh
**Total charge**: 0
**Lowest unoccupied orbital energy (spin up / spin down)**: -0.81 / -2.24 eV

CARTESIAN COORDINATES (ANGSTROEM)
C -0.728 -0.099 0.461
C 0.281 0.753 -0.273
N 1.176 -0.156 -0.650
O 0.177 1.880 -0.700
O 1.159 -1.247 -0.083
O -0.352 -1.282 0.584
H -1.712 0.150 0.660


Record 5
C2HNO4 in the gas phase. Source: OMol25; level of theory: ωB97M-V/def2-TZVPD.

Summary:
**SMILES**: O=CC(=O)[N+](=O)[O-]
**Energy above the lowest of the compared OMol25 structures with the same formula, charge and spin**: 98.1 kcal/mol
**HOMO-LUMO gap**: 0.354 Eh
**Total charge**: 0
**Lowest unoccupied orbital energy**: -0.96 eV

CARTESIAN COORDINATES (ANGSTROEM)
O 0.110 -0.897 -1.542
C -0.275 -0.328 -0.567
C -1.231 0.790 -0.425
O -1.194 1.973 -0.243
N -2.668 -0.098 0.070
O -3.647 -0.465 -0.535
O -2.419 -0.318 1.239
H 0.108 -0.746 0.483


Record 6
A molecular structure, C2HNO5S. Source: OMol25; level of theory: ωB97M-V/def2-TZVPD.

Summary:
**Energy above the lowest of the compared OMol25 structures with the same formula, charge and spin**: 43.2 kcal/mol
**HOMO-LUMO gap**: 0.219 Eh
**Total charge**: -2
**Lowest unoccupied orbital energy**: 6.56 eV

CARTESIAN COORDINATES (ANGSTROEM)
C 1.687 -0.930 -0.991
C -1.319 -0.368 1.239
N 0.556 1.577 0.053
O 2.397 -0.871 -0.061
O -2.231 0.464 1.425
O 1.466 -1.337 -2.078
O -0.874 -1.423 1.721
O -1.305 0.540 -1.420
S -0.169 0.199 -0.293
H -0.209 2.149 0.405


Record 7
2 unconnected molecules or ions with the total composition C2HNOS. Source: OMol25; level of theory: ωB97M-V/def2-TZVPD.

Summary:
**Energy above the lowest of the compared OMol25 structures with the same formula, charge and spin**: 24.6 kcal/mol
**HOMO-LUMO gap**: 0.362 Eh
**Total charge**: 0
**Lowest unoccupied orbital energy**: 0.05 eV

CARTESIAN COORDINATES (ANGSTROEM)
C -0.454 0.757 -0.496
C 0.839 -1.251 -0.013
N -0.883 0.279 0.519
O 1.709 -1.047 0.690
S 0.015 1.861 -1.467
H -1.227 -0.600 0.766


Record 8
A gas-phase ion, C2HNOS2 (charge -2). Source: OMol25; level of theory: ωB97M-V/def2-TZVPD.

Summary:
**SMILES**: [O-]C(=S)/N=C/[S-]
**Energy above the lowest of the compared OMol25 structures with the same formula, charge and spin**: 0.0 kcal/mol
**HOMO-LUMO gap**: 0.211 Eh
**Total charge**: -2
**Lowest unoccupied orbital energy**: 6.08 eV

CARTESIAN COORDINATES (ANGSTROEM)
O -2.178 1.338 -0.110
C -2.008 0.094 -0.006
S -3.209 -1.199 -0.169
N -0.587 -0.235 0.005
C -0.242 -1.463 0.017
S 1.350 -1.974 -0.202
H -1.062 -2.125 0.010


Record 9
A molecular structure, C2HNdO4. Source: OMol25; level of theory: ωB97M-V/def2-TZVPD.

Summary:
**Expectation value of S²**: 3.7571
**Spin multiplicity**: 4
**HOMO-LUMO gap (spin up / spin down)**: 0.273 / 0.318 Eh
**Total charge**: +2
**Lowest unoccupied orbital energy (spin up / spin down)**: -12.32 / -11.17 eV

CARTESIAN COORDINATES (ANGSTROEM)
O -2.815 0.851 -1.000
C -1.701 0.755 -0.718
O -0.804 1.190 -0.037
C 1.101 -1.068 -0.010
O 0.750 -1.334 1.164
O 2.004 -0.186 -0.132
Nd 1.183 1.203 1.613
H 0.282 -1.411 -0.880


Record 10
C2HO2P in the gas phase. Source: OMol25; level of theory: ωB97M-V/def2-TZVPD.

Summary:
**Energy above the lowest of the compared OMol25 structures with the same formula, charge and spin**: 57.4 kcal/mol
**HOMO-LUMO gap (spin up / spin down)**: 0.274 / 0.267 Eh
**Total charge**: 0
**Lowest unoccupied orbital energy (spin up / spin down)**: -1.46 / -1.70 eV

CARTESIAN COORDINATES (ANGSTROEM)
C -0.794 -1.957 -1.860
C -0.468 -0.710 -1.359
O -0.831 -3.082 -2.035
O -0.437 0.463 -1.847
P 0.040 -0.985 0.349
H -0.198 0.390 0.252


Record 11
A molecular structure, C2HO2Sm. Source: OMol25; level of theory: ωB97M-V/def2-TZVPD.

Summary:
**Expectation value of S²**: 12.0106
**Spin multiplicity**: 7
**Energy above the lowest of the compared OMol25 structures with the same formula, charge and spin**: 0.0 kcal/mol
**HOMO-LUMO gap (spin up / spin down)**: 0.254 / 0.259 Eh
**Total charge**: +1
**Lowest unoccupied orbital energy (spin up / spin down)**: -5.29 / -5.22 eV

CARTESIAN COORDINATES (ANGSTROEM)
O -2.450 1.527 2.253
C -1.518 0.805 2.120
C 1.016 -0.441 -1.564
O 1.197 -1.499 -0.911
H 1.211 -0.534 -2.663
Sm 0.545 0.141 0.764


Record 12
C2HO3P in the gas phase. Source: OMol25; level of theory: ωB97M-V/def2-TZVPD.

Summary:
**SMILES**: O=POC#CO
**Energy above the lowest of the compared OMol25 structures with the same formula, charge and spin**: 48.5 kcal/mol
**HOMO-LUMO gap**: 0.360 Eh
**Total charge**: 0
**Lowest unoccupied orbital energy**: -0.89 eV

CARTESIAN COORDINATES (ANGSTROEM)
O 5.546 -0.641 -0.472
P 4.431 0.302 -0.422
O 3.790 0.114 1.037
C 2.090 0.270 0.678
C 1.103 -0.341 0.340
O -0.177 -0.493 0.127
H -0.182 -0.225 -0.816


Per-record calculated total energy, eV: -7667.537 -29344.174 -9715.378 -9716.281 -11765.025 -24651.594 -16461.468 -27297.668 -25537.482 -15470.125 -24079.737 -17516.803